# 1
A 2-piece molecular cluster, C5H8N2O5 overall. Source: OMol25; level of theory: ωB97M-V with the def2-TZVPD basis set.

For the orbital gap, the calculation gives 9.21 eV. Its energy relative to the best compared isomer or geometry (same formula, charge and spin) is 133.36 kcal per mole. Its largest force on an atom is 3.387 eV Å⁻¹. The total energy comes out at -680.77673 Eh. The LUMO energy comes out at -0.049 Eh.

Atoms and positions in Å:
C1 0.113 0.941 1.142
O1 -3.894 2.593 2.520
C2 -2.731 3.416 0.707
H1 -1.509 -0.251 -2.467
H2 -0.094 0.816 -2.409
O2 -2.124 4.150 -1.334
H3 0.762 1.958 2.905
C3 1.089 1.918 1.892
H4 -1.045 -0.931 -0.020
H5 2.198 1.493 1.920
O3 -0.699 3.895 0.267
N1 -3.188 2.839 1.616
C4 -0.227 -0.485 -0.696
H6 1.024 2.881 1.279
O4 0.662 0.277 0.129
H7 -1.571 1.147 -1.448
N2 -1.801 3.842 -0.224
H8 0.483 -1.076 -1.187
C5 -0.921 0.417 -1.818
O5 -1.065 0.904 1.348



# 2
A 8-piece molecular cluster, C7H28N13O10 overall. Source: OMol25; level of theory: ωB97M-V with the def2-TZVPD basis set.

For the orbital gap, the calculation gives 8.12 eV. The total charge is -1. Its energy relative to the best compared isomer or geometry (same formula, charge and spin) is 128.06 kcal per mole. Its largest force on an atom is 9.371 eV Å⁻¹. The total energy comes out at -1747.81704 Eh. The LUMO energy comes out at 0.072 Eh.

Atoms and positions in Å:
C1 6.883 6.030 -30.546
N1 7.698 6.673 -29.764
O1 5.024 8.547 -26.758
N2 9.536 7.378 -23.946
H1 0.815 6.519 -28.450
C2 -0.285 12.058 -25.193
H2 1.770 4.861 -28.670
C3 9.718 8.588 -24.183
O2 -0.983 4.472 -29.890
H3 5.111 14.378 -25.405
H4 5.620 8.092 -21.147
H5 0.887 10.557 -25.495
H6 -0.369 4.861 -23.654
C4 4.894 13.345 -25.679
O3 5.489 10.082 -18.794
N3 4.867 10.266 -21.015
N4 0.641 7.523 -22.731
H7 4.705 9.646 -21.795
O4 3.378 7.296 -26.516
H8 -0.662 6.871 -29.253
C5 -0.019 5.018 -29.377
H9 8.516 6.132 -29.524
H10 3.806 13.374 -25.621
H11 5.340 6.404 -31.637
H12 0.157 13.711 -26.392
N5 -0.409 13.343 -25.641
H13 5.264 12.105 -27.022
N6 1.059 4.325 -29.148
N7 8.799 9.116 -24.921
N8 0.267 5.623 -23.467
H14 0.487 8.461 -22.390
C6 -0.299 6.679 -23.011
H15 1.054 3.315 -29.156
H16 5.258 12.689 -24.889
H17 8.936 10.068 -25.230
H18 7.966 8.627 -25.216
H19 7.480 7.513 -29.247
O5 7.193 5.028 -31.133
H20 1.202 5.372 -23.177
H21 5.405 7.422 -30.182
N9 5.742 8.448 -20.210
O6 -1.478 6.867 -23.009
N10 0.091 6.220 -29.087
H22 10.268 6.938 -23.406
N11 4.216 8.025 -26.011
H23 1.510 7.369 -23.220
O7 5.413 13.049 -26.934
C7 5.368 9.652 -19.926
H24 6.262 8.047 -19.442
O8 -0.663 11.656 -24.107
H25 4.465 11.193 -20.991
O9 10.772 9.029 -23.753
H26 0.885 11.626 -26.838
H27 -0.905 13.955 -25.009
O10 4.550 8.025 -24.808
N12 5.779 6.695 -30.775
H28 8.728 6.808 -24.149
N13 0.460 11.341 -25.967



# 3
AsF6H18O9 as an isolated structure. Source: OMol25; level of theory: ωB97M-V with the def2-TZVPD basis set.

For the orbital gap, the calculation gives 9.99 eV. The total charge is -1. Its energy relative to the best compared isomer or geometry (same formula, charge and spin) is 19.06 kcal per mole. Its largest force on an atom is 2.073 eV Å⁻¹. The total energy comes out at -3523.15690 Eh. The LUMO energy comes out at 0.092 Eh.

Atoms and positions in Å:
H1 -1.756 -1.259 -3.145
H2 0.782 1.482 -2.012
F1 -0.824 -1.837 -1.259
H3 3.165 1.107 0.588
H4 -1.763 4.157 -2.887
O1 -1.717 -0.210 3.579
H5 2.002 -3.547 2.313
F2 -0.645 0.580 1.340
As1 -0.731 -0.708 0.069
H6 4.017 2.210 1.179
O2 -1.051 3.661 -2.483
H7 -1.252 0.162 2.830
O3 1.713 1.403 -2.219
H8 2.706 -1.203 1.202
F3 1.023 -0.716 0.065
O4 1.785 -3.375 1.397
H9 -3.054 -0.785 -3.763
H10 -3.562 -1.975 -0.561
F4 -0.676 -1.995 1.282
O5 3.348 -0.640 1.635
F5 -0.747 0.590 -1.192
H11 -3.444 -3.480 -0.677
H12 1.308 3.720 1.352
H13 -2.337 -0.829 3.193
O6 -2.439 -1.519 -3.763
O7 -4.085 -2.769 -0.675
H14 2.151 1.427 -1.368
O8 1.196 3.288 0.505
H15 0.903 -3.004 1.424
H16 3.312 -0.899 2.556
O9 3.662 1.889 0.350
F6 -2.547 -0.645 0.082
H17 -1.420 3.337 -1.661
H18 0.979 2.382 0.724